# 1
Density functional theory data (ωB97M-V/def2-TZVPD) for CH3IO2 as an isolated structure.

Computed properties:
- ΔE to the lowest compared entry with this formula, charge and spin (kcal per mole) = 62.2
- lowest unoccupied orbital energy (Ha) = 0.011
- charge = 0
- strongest force on any atom (eV Å⁻¹) = 6.288

```
7
CH3IO2 ωB97M-V/def2-TZVPD
C 0.241 -0.181 -0.163
O 0.276 1.109 0.148
O 1.765 -1.054 0.170
I 3.221 0.093 0.013
H -0.381 -0.838 0.301
H 0.319 -0.113 -1.315
H 0.202 1.308 1.092
```

# 2
Density functional theory data (ωB97M-V/def2-TZVPD) for C15H19NO5S4Tc as an isolated structure.

Computed properties:
- ΔE to the lowest compared entry with this formula, charge and spin (kcal per mole) = 12.4
- lowest unoccupied orbital energy (spin up / spin down) (Ha) = -0.291 / -0.326
- spin multiplicity = 2
- charge = +2
- strongest force on any atom (eV Å⁻¹) = 3.133

```
45
C15H19NO5S4Tc ωB97M-V/def2-TZVPD
Tc -0.018 -0.212 -0.363
C 0.670 -2.049 2.533
C 0.622 -3.184 1.519
S -0.541 -2.681 0.251
C -0.246 -3.806 -1.103
C -0.887 -3.145 -2.309
S -0.369 -1.434 -2.614
C 1.283 -1.681 -3.320
C 2.360 -2.056 -2.311
S 2.349 -0.688 -1.169
C 3.247 -1.248 0.291
C 2.792 -0.412 1.484
S 1.018 -0.411 1.848
H 1.419 -2.230 3.305
H -0.291 -1.927 3.034
H 0.251 -4.088 2.005
H 1.588 -3.411 1.076
H -0.756 -4.746 -0.882
H 0.809 -4.026 -1.218
H -1.971 -3.085 -2.190
H -0.694 -3.707 -3.223
H 1.523 -0.730 -3.798
H 1.194 -2.424 -4.113
H 3.335 -2.109 -2.799
H 2.188 -2.997 -1.806
H 4.310 -1.069 0.125
H 3.102 -2.316 0.422
H 3.022 0.642 1.328
H 3.298 -0.726 2.397
O -3.107 3.980 -3.588
C -2.385 3.121 -2.886
C -1.017 3.278 -2.630
C -0.392 2.305 -1.897
N -1.031 1.216 -1.471
C -2.361 1.121 -1.606
C -3.076 2.034 -2.325
C -2.915 0.014 -0.781
O -4.025 -0.407 -0.824
O -1.957 -0.456 0.054
C 0.982 2.382 -1.333
O 1.825 3.167 -1.616
O 1.125 1.410 -0.392
H -2.586 4.728 -3.913
H -0.456 4.148 -2.951
H -4.149 1.941 -2.426
```

# 3
Density functional theory data (ωB97M-V/def2-TZVPD) for a 2-piece molecular cluster, C10H16 overall.

Computed properties:
- ΔE to the lowest compared entry with this formula, charge and spin (kcal per mole) = 50.7
- lowest unoccupied orbital energy (spin up / spin down) (Ha) = -0.161 / -0.298
- spin multiplicity = 2
- charge = +1
- strongest force on any atom (eV Å⁻¹) = 4.882

```
26
C10H16 ωB97M-V/def2-TZVPD
C -1.498 -0.057 -2.208
C -1.294 1.379 -2.393
C -1.109 -0.340 -0.858
C -1.710 -1.533 -0.361
C -0.226 0.212 0.119
C -1.554 -2.159 0.867
C -0.081 -0.263 1.420
C -0.633 -1.564 1.750
H -2.424 -0.305 -2.756
H -0.656 -0.596 -2.744
H -2.177 1.969 -2.241
H -2.608 -1.947 -0.831
H 0.134 1.144 -0.247
H -2.105 -3.124 1.038
H 0.542 0.366 2.038
H -0.164 -2.016 2.672
H -1.036 1.798 -3.359
H -0.494 1.935 -1.811
C 3.015 1.884 1.607
C 3.613 1.064 0.439
H 2.804 1.125 2.337
H 3.626 2.721 1.957
H 2.115 2.443 1.322
H 4.711 1.069 0.695
H 3.512 1.576 -0.533
H 3.085 0.107 0.165
```

# 4
Density functional theory data (ωB97M-V/def2-TZVPD) for a 5-piece molecular cluster, C30H34N2O12P overall.

Computed properties:
- lowest unoccupied orbital energy (Ha) = -0.145
- charge = +1
- strongest force on any atom (eV Å⁻¹) = 6.871

```
79
C30H34N2O12P ωB97M-V/def2-TZVPD
C 6.297 0.248 -0.612
O 5.992 1.638 -0.515
C 4.640 1.904 -0.830
C 3.609 1.351 0.233
C 2.355 2.276 0.476
C 1.131 1.307 0.787
C -0.262 2.058 0.728
N -1.069 1.689 -0.495
N -1.759 2.904 -0.913
P -2.341 0.473 -0.178
O -3.007 0.721 1.155
O -1.711 -1.078 -0.223
O -3.567 0.519 -1.337
H 6.909 -0.033 -1.505
H 6.918 -0.003 0.292
H 5.412 -0.430 -0.579
H 4.480 3.015 -0.908
H 4.349 1.483 -1.830
H 4.144 1.070 1.180
H 3.227 0.370 -0.173
H 2.177 2.917 -0.422
H 2.559 2.880 1.400
H 1.263 0.966 1.845
H 1.130 0.396 0.137
H -0.796 1.893 1.691
H -0.068 3.160 0.655
H -0.441 1.444 -1.280
H -2.544 2.988 -0.245
H -2.174 2.727 -1.834
H -2.489 -1.639 -0.411
H -3.171 0.663 -2.219
C -5.997 1.106 -3.150
C -7.096 0.486 -2.724
C -7.965 -0.263 -3.661
O -8.966 -0.825 -3.276
C -7.563 -0.296 -5.086
C -6.461 0.325 -5.509
C -5.596 1.072 -4.571
O -4.586 1.639 -4.955
H -5.351 1.659 -2.482
H -7.404 0.500 -1.685
H -8.208 -0.848 -5.756
H -6.152 0.312 -6.546
C 7.177 -4.059 1.840
C 6.538 -2.934 1.520
C 5.121 -2.724 1.891
O 4.534 -1.697 1.599
C 4.441 -3.809 2.632
C 5.079 -4.934 2.951
C 6.496 -5.144 2.581
O 7.078 -6.167 2.874
H 8.213 -4.230 1.576
H 7.021 -2.130 0.980
H 3.406 -3.638 2.896
H 4.596 -5.737 3.492
C 4.307 -6.908 8.176
C 3.525 -6.536 7.163
C 3.785 -5.288 6.413
O 3.071 -4.945 5.489
C 4.946 -4.470 6.828
C 5.728 -4.842 7.840
C 5.468 -6.091 8.591
O 6.180 -6.431 9.511
H 4.132 -7.818 8.736
H 2.672 -7.122 6.845
H 5.121 -3.560 6.267
H 6.581 -4.256 8.158
C -7.994 6.703 -4.371
C -7.805 7.014 -5.653
C -6.885 6.229 -6.506
O -6.710 6.512 -7.672
C -6.184 5.084 -5.882
C -6.374 4.774 -4.600
C -7.293 5.558 -3.748
O -7.465 5.271 -2.579
H -8.662 7.265 -3.731
H -8.309 7.847 -6.126
H -5.515 4.521 -6.520
H -5.869 3.941 -4.127
```

# 5
Density functional theory data (ωB97M-V/def2-TZVPD) for C34H52Br21ClN5O5 as an isolated structure.

Computed properties:
- lowest unoccupied orbital energy (Ha) = -0.104
- charge = +1
- strongest force on any atom (eV Å⁻¹) = 4.277

```
118
C34H52Br21ClN5O5 ωB97M-V/def2-TZVPD
C 3.742 2.169 1.531
N 3.897 1.046 0.556
C 5.160 1.295 -0.220
C 5.374 2.730 -0.750
O 5.123 2.961 -1.892
Cl 6.053 4.039 0.222
C 2.675 0.887 -0.264
C 1.976 2.092 -0.943
N 1.121 2.901 -0.040
C 1.677 0.298 0.801
C 0.317 -0.120 0.200
C -0.857 0.639 0.850
C -1.960 0.924 -0.169
O -1.690 1.236 -1.293
N -3.338 0.831 0.264
C -3.580 -0.601 0.366
C -3.530 -1.314 -0.804
C -3.696 -2.666 -0.783
C -3.938 -3.257 0.423
C -4.004 -2.540 1.562
C -3.834 -1.178 1.571
C 2.584 -0.915 1.277
C 1.954 -1.426 2.586
C 2.395 -2.885 2.928
C 1.205 -3.863 2.976
C 0.806 -4.382 1.565
C -0.698 -4.159 1.201
N -1.346 -5.291 0.554
C 4.022 -0.312 1.242
C 4.514 -0.286 2.719
C 5.918 0.278 2.932
O 6.944 -0.210 2.563
O 5.986 1.448 3.694
C 4.936 -1.401 0.605
C 4.569 -1.958 -0.781
O 3.779 -3.148 -0.693
C 5.913 -2.422 -1.443
N 5.755 -2.778 -2.846
H 3.375 3.084 1.069
H 4.732 2.419 1.910
H 3.092 1.942 2.366
H 6.037 1.048 0.384
H 5.204 0.664 -1.104
H 2.634 0.103 -1.020
H 2.632 2.781 -1.482
H 1.311 1.670 -1.699
H 1.388 3.870 -0.176
H 0.177 2.853 -0.410
H 1.380 0.962 1.610
H 0.130 -1.173 0.438
H 0.322 -0.012 -0.884
H -0.563 1.604 1.273
H -1.300 0.041 1.651
H -3.409 1.183 1.218
H -3.341 -0.799 -1.738
H -3.613 -3.243 -1.730
H -4.077 -4.329 0.425
H -4.196 -3.088 2.473
H -3.873 -0.583 2.492
H 2.294 -1.668 0.542
H 0.880 -1.518 2.386
H 2.032 -0.756 3.444
H 3.030 -2.930 3.818
H 3.029 -3.229 2.100
H 1.432 -4.735 3.590
H 0.353 -3.324 3.404
H 1.413 -3.856 0.818
H 1.028 -5.444 1.445
H -1.263 -3.834 2.078
H -0.735 -3.342 0.470
H -0.937 -5.482 -0.349
H -1.315 -6.109 1.147
H 4.528 -1.291 3.135
H 3.849 0.273 3.375
H 5.930 1.214 4.630
H 4.916 -2.252 1.287
H 5.989 -1.121 0.554
H 4.166 -1.238 -1.502
H 3.241 -3.180 -1.491
H 6.402 -3.195 -0.851
H 6.562 -1.532 -1.431
H 5.119 -3.566 -2.929
H 5.300 -2.014 -3.335
C 2.286 6.940 0.747
Br 2.498 8.726 0.074
Br 0.434 6.424 0.875
Br 3.287 5.656 -0.297
H 2.694 6.926 1.748
C -1.211 1.442 -4.738
Br -2.578 0.886 -5.964
Br -0.087 -0.044 -4.215
Br -0.174 2.913 -5.425
H -1.711 1.794 -3.844
C -6.508 1.072 -7.800
Br -6.854 2.128 -9.370
Br -8.048 0.068 -7.240
Br -4.969 -0.070 -8.042
H -6.277 1.759 -6.998
C -6.380 2.928 -2.318
Br -5.187 1.989 -3.499
Br -6.660 4.749 -2.886
Br -8.041 1.984 -2.088
H -5.898 2.965 -1.350
C -6.535 -0.654 5.265
Br -5.586 -1.205 3.670
Br -5.324 -0.298 6.721
Br -7.696 0.841 4.914
H -7.163 -1.480 5.569
C -6.554 -4.030 -4.254
Br -5.509 -4.567 -5.781
Br -5.427 -3.564 -2.735
Br -7.790 -2.620 -4.695
H -7.144 -4.886 -3.958
C -3.536 7.157 2.487
Br -3.017 5.365 2.984
Br -2.462 8.482 3.378
Br -3.521 7.392 0.576
H -4.556 7.296 2.818
```

# 6
Density functional theory data (ωB97M-V/def2-TZVPD) for C22H59F12HfNO23P2S7 as an isolated structure.

Computed properties:
- lowest unoccupied orbital energy (Ha) = -0.428
- charge = +2
- strongest force on any atom (eV Å⁻¹) = 10.075

```
127
C22H59F12HfNO23P2S7 ωB97M-V/def2-TZVPD
Hf 1.042 -3.571 -2.389
P 4.086 -2.460 -1.940
F 4.300 -1.150 -1.090
F 2.854 -2.933 -0.914
F 2.704 -1.890 -2.608
F 3.617 -3.806 -2.657
F 5.019 -1.806 -3.136
F 5.210 -3.190 -1.037
P 0.457 0.091 -0.857
F 0.687 -1.366 -1.496
F 1.825 0.641 -1.639
F -0.518 0.494 -2.102
F 0.222 1.529 -0.124
F -0.734 -0.610 -0.088
F 1.400 -0.396 0.321
C 4.897 1.756 -1.283
N 5.537 2.367 -2.535
O 6.437 3.166 -2.452
O 4.891 2.283 -3.588
H 5.657 1.069 -0.912
H 3.938 1.396 -1.658
H 4.624 2.596 -0.643
O -6.334 3.680 -2.520
S -5.144 4.012 -1.675
O -4.906 3.312 -0.404
O -3.752 3.678 -2.569
C -2.533 3.439 -1.865
C -1.465 3.487 -2.899
C -4.824 5.773 -1.522
H -2.661 2.450 -1.425
H -2.396 4.206 -1.103
H -1.494 4.502 -3.297
H -1.736 2.846 -3.738
H -0.537 3.171 -2.423
H -4.711 6.130 -2.546
H -3.901 5.965 -0.975
H -5.676 6.221 -1.011
O 0.423 -3.601 0.037
S 0.247 -3.646 1.486
O -0.316 -4.813 2.164
O 1.758 -3.386 2.128
C 2.016 -3.354 3.526
C 3.453 -3.098 3.802
C -0.553 -2.141 2.266
H 1.657 -4.230 4.067
H 1.475 -2.477 3.880
H 4.001 -4.038 3.732
H 3.450 -2.676 4.807
H 3.849 -2.339 3.128
H -1.465 -1.947 1.701
H 0.159 -1.327 2.133
H -0.937 -2.460 3.235
O -0.754 1.651 7.397
S -0.074 2.477 6.427
O 1.086 3.295 6.767
O 0.180 1.640 5.075
C 0.892 2.188 3.995
C 0.894 1.141 2.883
C -1.432 3.613 5.689
H 1.917 2.387 4.306
H 0.548 3.184 3.716
H 1.475 1.528 2.047
H -0.165 0.950 2.707
H 1.345 0.176 3.117
H -2.073 4.008 6.478
H -1.996 3.003 4.984
H -0.806 4.372 5.220
O -6.850 0.059 2.174
S -6.057 -0.562 1.184
O -6.556 -0.678 -0.183
O -4.485 0.011 1.233
C -3.899 0.297 2.506
C -3.031 1.510 2.290
C -5.702 -2.350 1.686
H -3.241 -0.503 2.846
H -4.674 0.528 3.238
H -3.659 2.354 2.006
H -2.264 1.289 1.547
H -2.657 1.941 3.218
H -5.516 -2.356 2.760
H -4.826 -2.709 1.146
H -6.656 -2.840 1.489
O 4.127 2.963 2.187
S 5.303 2.081 2.414
O 6.622 2.436 1.889
O 5.426 1.684 4.059
C 6.595 1.209 4.669
C 7.216 0.106 3.835
C 4.876 0.393 1.821
H 6.231 0.891 5.646
H 7.324 2.000 4.844
H 6.580 -0.702 3.472
H 7.960 -0.355 4.485
H 7.696 0.533 2.955
H 4.132 0.519 1.034
H 4.579 -0.233 2.663
H 5.851 0.088 1.441
O -2.721 -2.932 -0.113
S -2.546 -2.846 -1.518
O -1.162 -2.854 -2.065
O -3.418 -4.121 -2.236
C -4.547 -4.465 -1.510
C -5.388 -5.424 -2.410
C -3.446 -1.299 -2.125
H -5.127 -3.564 -1.313
H -4.325 -5.082 -0.639
H -6.370 -5.607 -1.974
H -4.887 -6.382 -2.546
H -5.574 -4.961 -3.379
H -4.534 -1.316 -2.057
H -3.132 -1.010 -3.128
H -2.955 -0.573 -1.476
O -1.444 -0.337 -4.807
S -0.027 -0.757 -4.775
O 0.545 -1.838 -3.903
O 0.359 -1.096 -6.269
C -0.388 -0.417 -7.322
C 0.245 -0.860 -8.657
C 1.050 0.741 -4.762
H -0.437 0.666 -7.209
H -1.429 -0.736 -7.383
H 1.282 -0.559 -8.507
H -0.183 -0.262 -9.462
H 0.042 -1.901 -8.908
H 0.798 1.200 -3.806
H 0.840 1.393 -5.610
H 2.094 0.430 -4.780
```